Record 1
{
  "formula": "C21H49GeIrN2S2Si5Te",
  "method": "ωB97M-V/def2-TZVPD",
  "e_lumo_ev": [-3.845, -5.756],
  "homo_lumo_gap_ev": [7.363, 5.502],
  "charge": 1,
  "spin_multiplicity": 2,
  "elements": ["H", "C", "C", "H", "H", "C", "H", "H", "H", "C", "C", "C", "H", "C", "H", "C", "C", "H", "H", "Si", "C", "H", "Ge", "Si", "H", "H", "H", "H", "H", "S", "C", "H", "H", "H", "H", "C", "H", "Te", "H", "H", "H", "H", "C", "C", "C", "C", "H", "H", "H", "H", "H", "H", "S", "Si", "N", "H", "C", "H", "H", "H", "H", "H", "H", "H", "H", "H", "C", "N", "H", "Si", "C", "C", "H", "Ir", "H", "Si", "H", "H", "H", "C", "H", "H"],
  "positions_angstrom": [[0.9746, 3.5240, 2.3643], [-4.0330, -1.2733, -1.5139], [3.4256, -2.1461, 0.5907], [-5.5303, 2.4872, 0.8104], [4.1558, -3.2520, -2.3719], [1.1026, 2.4880, -0.5191], [-5.9340, -0.0999, 1.9705], [5.0627, -2.7089, -3.7727], [-1.0615, -2.4404, -1.9503], [-2.1382, -1.7707, 3.5119], [0.0754, 2.9022, 2.3496], [-2.3927, -2.6182, 2.4590], [-1.9202, 3.7430, -1.0368], [1.8774, -2.1578, -4.4411], [4.0390, 1.3393, 0.0019], [-2.9493, -1.7631, 4.6890], [4.7253, 0.7159, 0.5760], [5.2732, 1.3805, 1.2480], [-1.6723, 1.6969, -2.9088], [-2.4169, -0.3526, -1.7055], [-3.4873, 1.9994, 3.1591], [2.9252, 0.1109, -1.3007], [-1.7057, 0.4909, 0.4473], [3.1313, -1.2264, -3.4224], [-2.3311, 4.1456, 0.6382], [2.3466, 0.9206, 2.9167], [-2.9212, 1.4671, 3.9248], [1.3828, 0.0370, -2.1328], [5.9108, -1.5391, 2.6420], [-0.8583, -0.6599, 3.4422], [-1.2269, -1.5351, -2.5394], [2.3620, -2.6197, -5.3038], [4.3078, -0.0596, -5.2529], [3.2884, -2.9885, 1.2740], [-4.7488, -0.8611, 3.0127], [-2.6229, 1.1764, -2.7702], [-4.0403, 2.8522, -0.0508], [1.6130, -2.0743, -0.5370], [0.2724, 2.0095, 2.9429], [-4.8358, -1.2959, 1.2991], [4.2061, -2.4344, -0.1146], [-2.9600, 2.9270, 2.9306], [-3.4792, -3.5465, 2.4592], [2.2517, 0.0199, 2.3063], [4.9650, -1.1336, 3.0077], [3.8034, 0.2529, -4.3363], [-0.7122, 3.4569, 2.8606], [-1.6783, -1.8544, -3.4834], [4.4869, -1.9028, 3.6172], [1.5404, 0.3704, 1.4968], [3.0072, 0.9450, -4.6180], [5.4531, 0.2858, -0.1155], [-1.4177, -2.5916, 1.0645], [-0.4208, 2.5438, 0.5721], [-4.3389, -4.3081, 2.4342], [-4.3836, -1.5753, -2.5048], [4.5184, -2.3618, -2.8918], [1.6376, 3.4380, -0.4365], [-5.0072, 1.4484, -0.5076], [4.5279, 0.8014, -3.7308], [-3.3334, 1.8815, -2.3353], [-3.9024, -2.1832, -0.9236], [-0.2674, -1.0832, -2.7858], [1.8544, -0.7471, 2.9852], [-0.9010, 4.8468, -0.1137], [5.2006, -0.2874, 3.6561], [-1.5075, 3.9392, -0.0458], [-3.5868, -1.7410, 5.6445], [1.3954, -2.9557, -3.8715], [-3.7783, 0.9752, 1.6215], [-4.9056, -0.4705, 2.0073], [2.2669, -0.5425, -1.8693], [0.8351, 2.3488, -1.5687], [0.1166, -1.0657, 1.4508], [-4.8219, -0.6819, -1.0516], [3.8845, -0.6086, 1.5879], [-2.9971, 0.8973, -3.7587], [1.7926, 1.6922, -0.2408], [5.2391, -1.8506, -2.2490], [-4.6517, 2.0388, 0.3378], [-4.4542, 2.2674, 3.5934], [1.0971, -1.4950, -4.8206]]
}



Record 2
{
  "formula": "C21H49N7O12S",
  "method": "ωB97M-V/def2-TZVPD",
  "e_lumo_ev": [-3.986, -8.873],
  "homo_lumo_gap_ev": [7.058, 2.169],
  "charge": 1,
  "spin_multiplicity": 2,
  "elements": ["C", "C", "H", "C", "H", "H", "N", "H", "H", "H", "C", "H", "N", "H", "H", "O", "H", "H", "O", "H", "H", "C", "H", "H", "O", "H", "H", "O", "H", "H", "H", "O", "C", "N", "H", "H", "H", "H", "C", "H", "O", "O", "C", "C", "H", "H", "H", "C", "H", "C", "H", "C", "H", "H", "H", "H", "H", "O", "H", "H", "O", "C", "H", "H", "C", "H", "C", "O", "H", "N", "C", "N", "H", "C", "H", "N", "H", "H", "C", "O", "O", "H", "H", "H", "C", "H", "C", "C", "N", "S"],
  "positions_angstrom": [[4.5898, 3.3316, 1.8786], [6.0008, 4.7777, 0.4805], [2.8748, -3.6867, 0.6045], [6.2040, 2.3248, 0.5067], [-3.6461, 1.1863, -0.3151], [-0.6908, -2.9558, -2.7429], [-3.2223, -1.2985, 3.6249], [-5.0008, 2.2897, -0.3938], [3.0971, -3.4966, 2.3488], [-0.3821, -4.1816, -1.1285], [-1.5923, -1.0808, -5.0579], [-3.7991, -2.1469, 5.3720], [-1.9383, -1.8299, -4.0011], [0.2584, 5.3821, -0.9088], [-0.3476, -0.5975, -1.7326], [0.5583, 3.2567, 0.0117], [6.8741, 2.0286, 1.3137], [-1.1418, -1.5271, 3.4997], [1.2757, 0.9077, 0.6153], [-2.4963, 0.3918, 2.7155], [-2.2079, -5.3880, 2.0559], [-3.1784, -1.6536, -3.1833], [5.4505, 1.5640, 0.3026], [-1.9896, -2.4852, 4.6614], [-3.5817, 2.0220, -3.8722], [-4.7390, 1.1711, -1.6795], [4.0648, -0.0424, 2.4418], [6.9933, 5.0585, -0.2093], [6.8462, 2.4694, -0.3620], [5.4084, 5.5657, 0.9709], [-3.3614, -4.3378, 1.1661], [2.8023, 2.3056, -0.8448], [3.7941, -1.1492, 0.2343], [3.3830, -1.7696, 1.3958], [-1.2632, -6.4565, -1.7297], [-3.3368, -6.1835, 1.0048], [-0.5069, -3.2295, -4.5767], [-1.2709, 0.5678, -0.7710], [-1.0137, -4.1164, -0.2290], [-2.0921, -3.0388, 3.0149], [3.0678, 6.3732, -1.2339], [3.6415, -1.6584, -0.8854], [-0.2692, 0.2782, -1.0883], [2.7369, -3.0060, 1.4446], [1.2178, -0.9622, -0.0760], [-3.1529, -0.6955, 1.6196], [-2.0933, 2.7530, -0.1036], [-1.1558, -3.0181, -3.7268], [2.6828, -0.9028, 3.0485], [-4.2121, 1.8295, -0.9889], [-1.8673, -3.8285, -3.5685], [-2.7770, -5.2574, 1.1355], [-1.6126, 3.9618, -1.2905], [-0.1654, -0.4699, 1.0158], [4.3063, -1.4931, 3.3195], [-2.8900, 4.2335, -0.0596], [-2.4050, 3.6194, -3.2642], [-2.3513, -0.1919, -5.3774], [-1.0681, -7.1808, -0.1964], [3.6487, 2.8381, 1.6364], [0.5835, 1.2686, -1.6724], [-3.1462, 2.8312, -3.0602], [1.6831, -2.7862, 1.6159], [0.3620, 7.1854, -0.5569], [-1.6664, -6.4333, -0.7173], [-3.0003, -1.9329, -2.1448], [-2.4681, 3.5265, -0.7740], [-1.0441, -3.1419, 0.4815], [-3.9280, -2.3269, -3.5992], [-3.3445, 2.7879, -1.7071], [0.7906, 6.3207, -1.0635], [-1.7471, -5.2052, 0.0457], [-2.6168, -6.9595, -0.8075], [-3.3651, -0.2552, 2.5938], [0.7585, 6.5277, -2.1332], [5.5761, 3.5510, 0.8508], [4.2548, 4.2311, 2.3952], [-4.2747, 0.3448, 2.6203], [-4.1171, -1.4215, 4.6072], [2.1878, 5.9673, 0.7809], [-5.0354, -0.6911, 4.7379], [5.1066, 2.7144, 2.6135], [4.1838, -0.1224, 0.3115], [-0.6771, -1.4263, -5.5631], [0.4971, -0.1911, 0.1963], [-3.6528, -0.6724, -3.2024], [3.6530, -1.0433, 2.5719], [-2.0340, -2.1398, 3.6285], [2.1190, 6.1920, -0.4565], [1.4033, 2.1289, -0.4349]]
}



Record 3
{
  "formula": "C21H50FN5O9P3",
  "method": "ωB97M-V/def2-TZVPD",
  "e_lumo_ev": -3.994,
  "homo_lumo_gap_ev": 8.058,
  "charge": 1,
  "elements": ["H", "C", "O", "C", "C", "H", "H", "N", "C", "H", "N", "O", "H", "H", "H", "N", "H", "H", "H", "H", "C", "H", "C", "O", "O", "C", "H", "H", "H", "H", "H", "C", "H", "H", "O", "H", "C", "H", "H", "H", "H", "H", "H", "H", "C", "P", "H", "O", "C", "H", "H", "H", "O", "C", "H", "H", "P", "O", "H", "F", "H", "C", "C", "C", "H", "H", "H", "C", "H", "H", "C", "H", "P", "C", "H", "H", "O", "H", "H", "H", "H", "H", "N", "H", "C", "C", "C", "H", "N"],
  "positions_angstrom": [[2.1838, -0.5047, 3.1428], [3.0897, 0.1392, -0.6468], [-5.4260, 3.0251, -4.4419], [-5.5839, 1.6974, -1.5895], [-0.0230, 2.7586, 5.1225], [-5.5127, 4.1983, -6.8451], [1.5946, -4.3457, -0.8737], [0.7586, 0.0800, -0.9678], [-0.6668, 3.2397, 6.4093], [-5.3771, 2.7549, -1.7624], [2.6992, -1.0924, -1.4183], [1.8446, -0.5424, 5.7379], [4.7453, -3.7217, -1.1319], [-1.3234, -1.0512, 0.2446], [2.7063, -2.1857, 2.9382], [0.6202, -2.1872, -1.6661], [5.1805, 0.4592, -0.1273], [0.5268, 3.5763, 4.6585], [0.1051, -2.3942, 7.0794], [-2.4299, 2.4851, -6.6396], [4.3048, -0.0613, 0.2492], [-4.7271, -0.2242, -1.9929], [-1.2762, -2.0785, -0.1101], [-2.6065, 2.2834, -4.2490], [-4.2418, 1.7014, -5.9798], [-0.8694, -2.0915, -1.5988], [1.5939, 1.4408, 0.4436], [1.3009, -1.9046, 8.2749], [3.7383, -1.0261, 3.7756], [-1.3030, 2.4682, 6.8463], [6.8029, -0.5922, -1.0647], [0.2331, -1.9373, 8.0634], [0.2657, -4.4239, -2.6855], [-3.5364, 1.0792, -1.9353], [-0.2970, -0.3410, 4.5647], [0.0929, 3.4920, 7.1479], [6.2079, -1.4645, -1.3286], [6.8694, -2.1437, -1.8579], [-1.2842, 4.1179, 6.2195], [5.4131, -1.1765, -2.0206], [1.1255, -2.2418, 4.7773], [5.2560, -4.0760, 0.5490], [6.4601, -3.9818, -0.6972], [1.7278, -0.2649, 0.9173], [-4.5487, 0.8165, -2.2635], [1.3555, -3.7455, -2.1221], [-0.7829, 2.4219, 4.4110], [0.9326, 1.7104, 5.3367], [-3.1480, 1.7067, -6.8971], [-0.2560, -2.5785, 8.7962], [-2.2692, -0.0373, -5.9655], [-3.1337, -0.3730, -7.4551], [-4.6045, 0.8714, -3.6909], [-5.3870, 4.4527, -4.7082], [-3.5603, 1.9640, -7.8738], [-1.2119, -1.1913, -2.0978], [-4.0660, 2.1870, -4.4439], [0.3744, 0.4109, 7.3056], [-3.8846, 4.5366, -6.2679], [-2.4837, -2.7183, 0.0302], [-1.3061, -2.9909, -2.0244], [5.5116, -3.5603, -0.3710], [-0.3650, -0.5461, 8.1092], [-2.4799, 0.3480, -6.9634], [-0.3474, -0.1610, 9.1260], [2.9580, -0.8636, -2.3781], [0.7952, 0.8188, -1.6668], [1.3041, -1.1296, -1.3825], [2.7160, -2.3637, 5.5038], [-5.5865, 1.5257, -0.5128], [4.5628, -1.5582, 0.3954], [-6.3978, 4.8166, -4.5397], [0.4180, 0.2362, 5.7174], [2.7045, -1.3398, 3.6165], [-6.5773, 1.4916, -1.9853], [4.1366, 0.2947, 1.2659], [3.7329, -2.1982, 0.9923], [-4.7364, 4.9371, -3.9771], [-5.0758, 5.8365, -6.3211], [-1.4063, -0.5625, 7.7812], [3.2137, 0.9872, -1.3270], [-0.5377, -2.6245, 0.4828], [5.7180, -2.1225, -0.0985], [-1.5471, 0.4049, -7.5263], [1.7542, 0.4333, 0.0762], [-4.9405, 4.7743, -6.1195], [2.0593, -1.7022, 4.9363], [2.8684, -2.8174, -3.3511], [2.5621, -3.7409, -3.0834]]
}



Results for max |F|: 0.0037 0.0749 0.1051 (in Eh/bohr, following the order of the records).
Results for energy: -5632.124294 -2513.357646 -2904.882575 (in a.u., following the order of the records).